Formula: C26H29AsBeCl3O2PS
Source: the Open Molecules 2025 dataset
Level of theory: ωB97M-V/def2-TZVPD

Each line ends with the Mulliken charge.
Positions of all 64 atoms, in Å:
Be -0.0642 -1.0768 -0.9290  0.886
S 1.8071 -1.0207 -1.7570  -0.507
C 2.5602 0.3727 -0.9732  0.812
C 3.9538 0.4910 -1.0460  -0.864
C 4.6038 1.5837 -0.4990  -0.600
C 3.8789 2.5908 0.1288  -0.819
C 2.5022 2.4795 0.2137  -0.170
C 1.8370 1.3778 -0.3244  -0.593
As -0.0912 1.1871 -0.2038  0.653
C -0.3950 2.2646 1.3843  -0.088
C -0.0684 1.6777 2.6049  -0.073
C -0.1622 2.4056 3.7802  -0.766
C -0.6049 3.7219 3.7448  -0.467
C -0.9440 4.3063 2.5332  -0.756
C -0.8357 3.5815 1.3515  -0.105
C -0.6035 2.3490 -1.6799  0.385
C 0.2901 2.5355 -2.7310  -0.599
C -0.0624 3.3209 -3.8196  -0.719
C -1.3098 3.9278 -3.8677  -0.520
C -2.2039 3.7475 -2.8225  -0.761
C -1.8549 2.9550 -1.7387  -0.464
H 4.5145 -0.3023 -1.5261  0.446
H 5.6827 1.6496 -0.5666  0.372
H 4.3852 3.4459 0.5599  0.388
H 1.9278 3.2631 0.6938  0.434
H 0.2738 0.6491 2.6289  0.404
H 0.1130 1.9530 4.7243  0.421
H -0.6809 4.2932 4.6621  0.363
H -1.2850 5.3334 2.5030  0.414
H -1.0757 4.0557 0.4108  0.477
H 1.2661 2.0694 -2.7026  0.342
H 0.6384 3.4546 -4.6339  0.424
H -1.5851 4.5390 -4.7190  0.398
H -3.1813 4.2130 -2.8544  0.400
H -2.5623 2.8177 -0.9360  0.620
Cl -4.5584 0.2529 -0.9832  -0.154
C -3.8033 -0.9130 -2.1125  0.718
Cl -4.9256 -2.2493 -2.3738  -0.136
Cl -3.4509 -0.1258 -3.6417  -0.117
C -2.5225 -1.4420 -1.3719  -0.013
O -2.7232 -2.1438 -0.3986  -0.536
O -1.3849 -1.0867 -1.8810  -0.145
C -0.5359 -5.6409 -0.4552  -1.375
C -0.5642 -4.1897 -0.9366  -0.677
P -0.0816 -2.9196 0.3077  1.297
C -1.0648 -3.3389 1.7991  -0.872
C -1.1509 -2.1816 2.8025  -1.197
C 1.6151 -3.4894 0.7381  -1.000
C 2.3768 -2.4826 1.6069  -0.830
H -0.8036 -6.3089 -1.2750  0.431
H -1.2543 -5.7994 0.3503  0.304
H 0.4532 -5.9327 -0.1009  0.304
H -1.5649 -3.9332 -1.2808  0.270
H 0.1159 -4.0483 -1.7809  0.422
H -0.6344 -4.2299 2.2551  0.585
H -2.0671 -3.5700 1.4397  0.396
H -0.2074 -2.0215 3.3246  0.264
H -1.9157 -2.3849 3.5525  0.429
H -1.4251 -1.2579 2.2899  0.228
H 2.1442 -3.6379 -0.2042  0.423
H 1.5481 -4.4493 1.2507  0.513
H 2.4661 -1.5213 1.0978  0.076
H 3.3825 -2.8457 1.8253  0.404
H 1.8727 -2.3215 2.5623  0.221

Forces on atoms 1 to 3 (eV/Å):
-0.58 -0.14 -0.18
-0.19 0.15 -0.13
0.04 -0.09 0.00

Lowest unoccupied orbital energy ... 0.6 eV
Energy relative to the best compared isomer or geometry (same formula, charge and spin) ... 41.1 kJ/mol
Energy ... -150462.9219 eV
Net charge ... 0
Highest occupied orbital energy ... -7.7107 eV